Molecular formula: C4H13N2Si
Method: DFT, ωB97M-V/def2-TZVPD

The calculation puts the relative energy (zero: lowest compared OMol25 entry of this formula, charge and spin) at 101.9 kcal/mol.

The geometry in ORCA input format:
```
! RIJCOSX wB97M-V def2-TZVPD def2/J DEFGRID3
* xyz 1 1
C -0.177 -0.128 1.690
C 1.136 1.862 2.374
C 0.215 0.430 -2.544
C -1.458 -1.170 -1.456
N 0.873 0.677 1.594
N -0.547 -0.887 -2.379
Si -0.718 -1.479 0.483
H -0.847 0.034 2.460
H 0.445 2.749 2.144
H 2.228 2.060 2.200
H 0.878 1.617 3.523
H -0.220 1.074 -3.305
H 0.422 0.827 -1.533
H 1.165 0.195 -3.086
H -2.240 -0.343 -1.266
H -0.249 -1.534 -3.121
H 1.426 0.485 0.861
H 0.557 -2.082 0.124
H -2.012 -2.165 -1.807
H -1.781 -2.197 1.353
*
```

---

Molecular formula: C4H13N3
Method: DFT, ωB97M-V/def2-TZVPD

The calculation puts the relative energy (zero: lowest compared OMol25 entry of this formula, charge and spin) at 56.3 kcal/mol.

The geometry in ORCA input format:
```
! RIJCOSX wB97M-V def2-TZVPD def2/J DEFGRID3
* xyz 0 1
C -0.582 0.092 -0.794
C -0.204 0.190 -2.284
C -1.460 -1.154 -0.613
H -1.218 0.968 -0.608
H -0.665 1.111 1.218
H 0.443 -0.636 -2.597
H 0.322 1.132 -2.477
H -1.100 0.184 -2.916
H -1.821 -1.247 0.417
H -2.344 -1.115 -1.260
H -0.903 -2.068 -0.855
C 0.527 0.183 2.601
N 1.835 0.296 -0.280
N 0.583 -0.051 0.240
N 0.342 0.858 1.321
H 2.558 -0.119 0.306
H 1.935 1.311 -0.306
H -0.023 -0.758 2.708
H 0.179 0.824 3.419
H 1.595 -0.001 2.760
*
```

---

Molecular formula: C4H13N3
Method: DFT, ωB97M-V/def2-TZVPD

The calculation puts the relative energy (zero: lowest compared OMol25 entry of this formula, charge and spin) at 94.7 kcal/mol.

The geometry in ORCA input format:
```
! RIJCOSX wB97M-V def2-TZVPD def2/J DEFGRID3
* xyz 0 1
C -0.256 -0.823 -0.118
C -0.581 1.037 1.105
C -1.068 -1.810 0.679
C -0.877 -0.348 -1.408
N 0.189 2.018 0.692
N 1.068 -0.927 -0.137
N 1.964 1.426 -0.747
H 1.068 2.052 1.203
H 1.626 0.074 -0.487
H 1.482 -1.368 0.676
H 2.768 1.905 -0.345
H 1.502 2.094 -1.354
H -1.634 1.116 0.847
H -0.351 0.469 2.009
H -2.046 -1.396 0.921
H -0.663 -1.078 -2.197
H -1.232 -2.713 0.084
H -0.567 -2.096 1.604
H -0.438 0.598 -1.714
H -1.955 -0.229 -1.313
*
```

---

Molecular formula: C4H13N3
Method: DFT, ωB97M-V/def2-TZVPD

The calculation puts the relative energy (zero: lowest compared OMol25 entry of this formula, charge and spin) at 85.1 kcal/mol.

The geometry in ORCA input format:
```
! RIJCOSX wB97M-V def2-TZVPD def2/J DEFGRID3
* xyz 0 1
C 2.319 -0.620 0.228
C 0.995 1.610 -0.010
C -2.658 0.172 0.360
C 1.025 0.132 -0.340
N -0.292 -1.784 -0.037
N -1.411 0.372 -0.441
N -0.249 -0.419 0.168
H 2.190 -1.653 0.149
H 3.192 -0.191 -0.111
H 2.319 -0.548 1.344
H 1.273 1.906 1.067
H -0.039 1.762 -0.123
H 1.790 2.137 -0.585
H -3.396 -0.676 -0.022
H -2.264 -0.072 1.384
H -3.306 1.192 0.259
H 1.168 -0.025 -1.397
H -1.241 -2.139 0.264
H -0.004 -2.092 -0.969
H -1.520 0.005 -1.450
*
```

---

Molecular formula: C4H13N3
Method: DFT, ωB97M-V/def2-TZVPD

The calculation puts the relative energy (zero: lowest compared OMol25 entry of this formula, charge and spin) at 21.6 kcal/mol.

The geometry in ORCA input format:
```
! RIJCOSX wB97M-V def2-TZVPD def2/J DEFGRID3
* xyz 0 1
C -1.323 0.123 0.782
N -1.748 1.225 1.612
C 0.211 -0.058 0.788
C 0.970 1.222 0.446
N 0.638 -1.232 0.029
C 0.298 -1.298 -1.387
N 1.053 -0.334 -2.183
H -1.619 0.195 -0.263
H -1.654 -0.817 1.221
H -1.864 2.128 1.191
H -2.413 0.993 2.324
H 0.528 -0.317 1.808
H 0.624 1.724 -0.460
H 2.024 0.960 0.324
H 0.856 1.881 1.300
H 0.215 -2.074 0.406
H 0.659 -2.288 -1.699
H -0.770 -1.259 -1.594
H 1.464 -0.778 -2.993
H 1.850 0.003 -1.653
*
```

---

Molecular formula: C4H13N3
Method: DFT, ωB97M-V/def2-TZVPD

The calculation puts the relative energy (zero: lowest compared OMol25 entry of this formula, charge and spin) at 20.8 kcal/mol.

The geometry in ORCA input format:
```
! RIJCOSX wB97M-V def2-TZVPD def2/J DEFGRID3
* xyz 0 1
N -1.161 1.301 1.395
C -0.409 0.163 1.970
C 0.918 -0.011 1.233
N 0.853 -0.919 0.080
C 1.053 -0.328 -1.251
C -0.125 -0.562 -2.173
N -1.335 0.130 -1.764
H -0.636 2.151 1.545
H -2.096 1.375 1.787
H -0.294 0.340 3.042
H -0.967 -0.745 1.768
H 1.612 -0.451 1.974
H 1.306 0.978 0.956
H 1.594 -1.592 0.203
H 1.904 -0.831 -1.717
H 1.305 0.736 -1.182
H -0.284 -1.646 -2.153
H 0.143 -0.266 -3.184
H -2.121 -0.482 -1.624
H -1.261 0.660 -0.904
*
```

---

> Which value of relative energy (zero: lowest compared OMol25 entry of this formula, charge and spin) does entry 4 give?

85.1 kcal/mol